(P)
The following is a quantum chemistry calculation of the molecule C4H6N2O2, from the Open Molecules 2025 dataset.

Structure (XYZ):
```
14
Properties=species:S:1:pos:R:3:mulliken_charge:R:1
N 0.5164 -1.8361 -0.6729 -0.338
C 0.2656 -1.4203 0.5938 0.407
O 0.5783 -2.0452 1.5888 -0.612
C -0.3713 -0.0396 0.6942 0.184
C -1.1689 0.4768 -0.4182 -1.076
C -0.6560 1.7112 -0.7116 0.600
O -0.6991 2.7184 -1.3418 -0.547
N 0.6530 1.3679 0.4973 -0.431
H 0.2176 -1.2866 -1.4636 0.238
H 0.9247 -2.7470 -0.8072 0.237
H -0.7016 0.1480 1.7135 0.328
H -1.9216 -0.0645 -0.9613 0.452
H 1.4751 1.0956 -0.0309 0.296
H 0.8879 1.9212 1.3196 0.261
```

Calculated values
- LUMO (eV) = 0.45
- multiplicity = 1
- SMILES = NC(=O)[C@@H]1C=C([O-])[NH2+]1

(Q)
The following is a quantum chemistry calculation of the molecule C4H6N2O2, from the Open Molecules 2025 dataset.

Structure (XYZ):
```
14
Properties=species:S:1:pos:R:3:mulliken_charge:R:1
O 1.7460 -1.5453 -0.5109 -0.512
C 0.8492 -1.1862 0.4982 -0.518
C 0.0743 0.0213 0.1593 0.680
C 0.5100 1.2116 -0.1929 -0.836
N -0.5533 1.8340 -0.7773 0.268
N -1.7106 1.2438 -0.6132 -0.819
C -1.3696 0.1279 -0.0377 0.482
O -2.3330 -0.7771 0.2357 -0.512
H 2.5270 -0.9989 -0.6087 0.309
H 0.2631 -2.1077 0.6624 0.273
H 1.4021 -1.0265 1.4905 0.252
H 1.4831 1.7189 -0.3079 0.382
H -0.6447 2.8427 -0.9993 0.236
H -2.2436 -1.3585 1.0019 0.317
```

Calculated values
- LUMO (eV) = 0.71
- multiplicity = 1
- SMILES = OCc1c[nH]nc1O

(R)
The following is a quantum chemistry calculation of the molecule C4H6N2O2, from the Open Molecules 2025 dataset.

Structure (XYZ):
```
14
Properties=species:S:1:pos:R:3:mulliken_charge:R:1
O 1.3909 1.0883 2.6764 -0.348
N 0.8644 1.4483 1.4948 -0.494
C 0.4942 0.5758 0.6178 0.424
N -0.3045 1.3207 -0.3684 -0.093
C -0.4969 0.5924 -1.4672 -0.059
C -0.3965 -0.7703 -1.5901 -0.614
C -0.1676 -1.5594 -0.2859 -0.093
O 0.3899 -0.5916 0.7752 -0.328
H 1.4873 0.1178 2.8233 0.304
H -0.6481 2.2793 -0.1814 0.290
H -1.1277 1.1892 -2.2230 0.278
H -0.8895 -1.2226 -2.4823 0.283
H -1.1918 -1.9580 0.1973 0.219
H 0.5959 -2.5100 0.0135 0.229
```

Calculated values
- LUMO (eV) = 0.63
- multiplicity = 1
- SMILES = O/N=C1/NC=CCO1

Most stable = (Q)

(P)
The following is a quantum chemistry calculation of the molecule C4H6N2O2, from the Open Molecules 2025 dataset.

Structure (XYZ):
```
14
Properties=species:S:1:pos:R:3:mulliken_charge:R:1
N 1.0785 -2.3495 -0.7266 -0.577
C 0.9366 -0.9276 -1.0699 -0.438
C 0.1676 -0.1331 0.0220 0.427
C -0.3711 1.1960 -0.2028 -0.254
C -1.0186 1.5334 0.8988 0.214
O -1.6396 2.7568 1.0342 -0.464
O -1.0033 0.4976 1.7491 -0.157
N -0.2341 -0.5169 1.1901 -0.505
H 1.9492 -2.5832 -0.2499 0.234
H 0.2628 -2.6581 -0.2247 0.250
H 1.9212 -0.4949 -1.1961 0.302
H 0.3849 -0.8099 -1.9879 0.276
H -0.2399 1.8213 -1.0606 0.353
H -2.1942 2.6680 1.8243 0.340
```

Calculated values
- LUMO (eV) = 0.61
- multiplicity = 1
- SMILES = NCc1cc(O)on1

(Q)
The following is a quantum chemistry calculation of the molecule C4H6N2O2, from the Open Molecules 2025 dataset.

Structure (XYZ):
```
14
Properties=species:S:1:pos:R:3:mulliken_charge:R:1
O -3.0490 0.0375 0.7251 -0.542
C -2.0841 -0.1622 0.0432 0.108
N -1.5041 -0.6342 -1.0503 -0.561
C -0.6516 0.0837 -0.1134 0.809
C 0.5129 -0.8037 0.7106 -0.588
C 1.6944 0.1076 0.3530 -0.469
O 1.1635 1.4361 0.2764 -0.284
N -0.0349 1.3206 -0.3958 -0.261
H -1.8570 -0.3110 -1.9559 0.283
H 0.7074 -1.7880 0.4036 0.361
H 0.4707 -0.7527 1.7802 0.283
H 2.4656 0.2825 1.1388 0.293
H 2.2435 -0.1778 -0.4742 0.298
H -0.0773 1.3616 -1.4414 0.269
```

Calculated values
- LUMO (eV) = 0.75
- multiplicity = 1
- SMILES = O=C1N[C@]12CCON2

(R)
The following is a quantum chemistry calculation of the molecule C4H6N2O2, from the Open Molecules 2025 dataset.

Structure (XYZ):
```
14
Properties=species:S:1:pos:R:3:mulliken_charge:R:1
C 1.9721 -0.2481 1.0929 -0.623
N 0.4974 0.2178 1.2074 -0.467
N -0.0057 0.1903 -0.0749 0.406
O -0.6980 1.5338 -0.0149 -0.344
C -1.6615 1.2060 -0.9532 -0.217
C -1.6903 -0.0181 -1.3973 -0.605
C -0.5542 -0.7967 -0.8179 0.674
O -0.2547 -1.9848 -0.8968 -0.626
H 2.4010 -0.2151 2.2397 0.251
H 1.9404 -1.2243 0.5622 0.281
H 2.6881 0.3846 0.4969 0.256
H -0.0351 -0.5499 1.8537 0.261
H -2.3791 2.0934 -1.1902 0.331
H -2.2204 -0.5890 -2.1076 0.422
```

Calculated values
- LUMO (eV) = 0.82
- multiplicity = 1
- SMILES = CNn1occc1=O

(S)
The following is a quantum chemistry calculation of the molecule C4H6N2O2, from the Open Molecules 2025 dataset.

Structure (XYZ):
```
14
Properties=species:S:1:pos:R:3:mulliken_charge:R:1
C 0.4419 0.2407 1.7229 -0.993
C 0.1396 -0.3356 0.3898 0.540
N 0.1252 -1.6571 0.1009 -0.485
C -0.2044 -2.1168 -1.0757 0.202
O -0.1472 -1.6256 -2.2828 -0.640
N -0.3598 0.5047 -0.5495 -0.129
C -0.1995 1.9652 -0.6947 0.093
O -0.0775 2.7516 0.1873 -0.410
H -0.4621 0.7813 2.0553 0.313
H 0.5407 -0.6154 2.4885 0.290
H 1.2216 1.1190 1.7838 0.290
H -0.7651 -3.1725 -0.9747 0.276
H -0.2553 -0.0839 -1.3329 0.371
H 0.0018 2.2443 -1.8183 0.280
```

Calculated values
- LUMO (eV) = -0.42
- multiplicity = 1
- SMILES = C/C(=N/C=O)NC=O

Most stable = (S)

(P)
The following is a quantum chemistry calculation of a cluster of 5 separate species, C4H6N2O2 in total, from the Open Molecules 2025 dataset.

Structure (XYZ):
```
14
Properties=species:S:1:pos:R:3:mulliken_charge:R:1
C 0.0284 1.7269 -0.1050 -0.548
C -1.0499 -0.1291 -0.0859 0.129
C 2.1502 -1.2650 0.1956 -0.214
C -2.5134 -0.8670 -0.0427 -0.016
H 1.1688 0.4059 -1.0463 0.364
H 0.4103 1.9218 1.7461 0.114
H -0.6038 3.0553 -1.0575 0.194
H -0.7991 -0.2301 -1.0500 0.585
H 2.2827 -0.9742 1.6217 0.331
H 2.8288 -1.5651 -0.7211 0.314
N 0.9980 -1.0451 -0.4867 -0.357
N -3.4647 -1.5128 0.0539 -0.390
O -1.3232 1.2394 0.2977 -0.246
O -0.1130 -0.7609 0.6801 -0.260
```

Calculated values
- LUMO (eV) = -1.98
- multiplicity = 1

(Q)
The following is a quantum chemistry calculation of the molecule C4H6N2O2, from the Open Molecules 2025 dataset.

Structure (XYZ):
```
14
Properties=species:S:1:pos:R:3:mulliken_charge:R:1
O -1.2954 1.2229 1.2942 -0.455
C -0.9931 1.0368 -0.0057 0.237
O -2.1169 0.4955 -0.7135 -0.483
N 0.1372 0.1783 -0.1906 0.152
C 0.9553 -0.3043 0.7978 -0.110
C 1.8723 -1.0981 0.1793 -0.429
N 1.5642 -1.2720 -1.1520 -0.532
C 0.5078 -0.5249 -1.3288 -0.120
H -0.8831 0.3938 1.6102 0.295
H -0.9367 2.0460 -0.3939 0.257
H -2.5667 -0.1754 -0.1993 0.290
H 0.8229 0.0163 1.8918 0.269
H 2.7884 -1.6707 0.6018 0.310
H 0.1438 -0.3442 -2.3913 0.318
```

Calculated values
- LUMO (eV) = 0.66
- multiplicity = 1
- SMILES = OC(O)n1ccnc1

(R)
The following is a quantum chemistry calculation of a structure of composition C4H6N2O2, from the Open Molecules 2025 dataset.

Structure (XYZ):
```
14
Properties=species:S:1:pos:R:3:mulliken_charge:R:1
C 2.3977 0.8642 0.3435 -0.791
C 1.9303 -0.4843 -0.3711 -0.484
C -0.3216 -0.4691 -0.0113 0.718
C -1.6312 1.1192 -0.0338 -0.122
H 3.0979 0.7187 1.5082 0.243
H 1.6920 1.7188 0.5249 0.292
H 3.3350 0.9771 -0.3881 0.263
H 1.4927 0.3314 -1.0689 0.434
H 2.7256 -1.1496 -0.4572 0.414
H -1.9941 2.2336 -0.3224 0.282
N -0.3070 0.8773 -0.3084 -0.445
N -2.3506 -0.0070 0.1431 -0.344
O 0.7244 -1.2233 0.0725 -0.397
O -1.4741 -0.9144 0.1520 -0.063
```

Calculated values
- LUMO (eV) = 0.88
- multiplicity = 1

Most stable = (Q)

(P)
The following is a quantum chemistry calculation of a structure of composition C4H6N2O2, from the Open Molecules 2025 dataset.

Structure (XYZ):
```
14
Properties=species:S:1:pos:R:3:mulliken_charge:R:1
C -1.0402 -0.5877 1.4648 0.374
C -0.1165 -0.5956 0.2962 0.002
C 1.2831 -0.4303 0.7526 -0.379
C 0.3971 1.5495 -2.0426 -0.203
H -2.3057 -1.2876 0.4856 0.281
H -0.3612 -1.2211 -0.4804 0.426
H 2.1579 -1.2859 0.5479 0.225
H 1.6092 -0.0097 1.7688 0.230
H -0.5492 2.5767 -1.8100 0.229
H 0.4752 1.6647 -3.0768 0.347
N 0.5569 0.5290 -0.2103 -0.060
N 0.9741 0.3767 -1.6202 -0.519
O -2.3321 -0.8690 1.2602 -0.397
O -0.7487 -0.4098 2.6644 -0.557
```

Calculated values
- LUMO (eV) = 0.13
- multiplicity = 1

(Q)
The following is a quantum chemistry calculation of the molecule C4H6N2O2, from the Open Molecules 2025 dataset.

Structure (XYZ):
```
14
Properties=species:S:1:pos:R:3:mulliken_charge:R:1
C -2.4912 -0.0300 0.3030 -1.016
C -0.9556 -0.0829 0.1529 0.144
O -0.5720 1.0470 -0.6496 -0.319
C 0.6564 1.4870 -0.0993 0.137
N 1.7747 0.8511 0.3789 -0.353
N 1.8662 -0.6051 0.2386 -0.278
C 0.9782 -1.3715 -0.2333 0.107
O -0.3813 -1.3049 -0.3054 -0.328
H -2.7493 0.8892 0.9082 0.306
H -2.5830 -0.9605 1.0891 0.275
H -3.3922 -0.1029 -0.5385 0.275
H -0.6296 0.1585 1.3186 0.360
H 0.9307 2.6939 -0.0778 0.316
H 1.4376 -2.3526 -0.1220 0.376
```

Calculated values
- LUMO (eV) = 0.49
- multiplicity = 1
- SMILES = CC1OC=NN=CO1

Most stable = (Q)

(P)
The following is a quantum chemistry calculation of a cluster of 2 separate species, C4H6N2O2 in total, from the Open Molecules 2025 dataset.

Structure (XYZ):
```
14
Properties=species:S:1:pos:R:3:mulliken_charge:R:1
C 1.5858 -1.6416 2.8339 -0.732
C 0.6814 -0.3420 2.1681 -0.070
C -1.1421 0.7987 -0.5167 -0.035
C -0.5278 0.5493 -1.9603 0.526
H 0.3062 -2.4761 3.1137 0.214
H 2.4585 -2.1554 2.2455 0.294
H 1.8413 -1.3004 4.0578 0.275
H -0.0969 0.1069 2.9292 0.353
H -1.9117 1.4670 -0.6524 0.388
H 1.0286 -0.4198 -0.8748 0.489
N 0.2082 -0.4097 0.9291 -0.242
N -0.8538 0.5517 0.7654 -0.449
O 0.8853 0.3109 -1.7515 -0.534
O -1.2216 0.6388 -2.9773 -0.477
```

Calculated values
- LUMO (eV) = -0.83
- multiplicity = 1

(Q)
The following is a quantum chemistry calculation of the molecule C4H6N2O2, from the Open Molecules 2025 dataset.

Structure (XYZ):
```
14
Properties=species:S:1:pos:R:3:mulliken_charge:R:1
O -2.3921 -1.1803 -0.2105 -0.548
C -1.4299 -0.4759 0.1183 0.338
C -1.3716 1.0489 -0.2215 -0.387
N -0.1278 1.8139 0.0648 -0.538
C 0.9727 1.1159 -0.0303 -0.041
N 1.0204 -0.2077 -0.4120 0.011
O 2.3433 -0.8827 -0.2382 -0.413
C -0.0771 -0.9976 0.1314 -0.534
H -2.1534 1.6447 0.3084 0.331
H -1.5068 0.9308 -1.2909 0.289
H 1.9145 1.5458 0.1255 0.452
H 2.5693 -1.1699 0.5711 0.306
H 0.2319 -1.0902 1.1811 0.269
H 0.0065 -2.0958 -0.0974 0.465
```

Calculated values
- LUMO (eV) = 0.28
- multiplicity = 1
- SMILES = O=C1CN=CN(O)C1

(R)
The following is a quantum chemistry calculation of the molecule C4H6N2O2, from the Open Molecules 2025 dataset.

Structure (XYZ):
```
14
Properties=species:S:1:pos:R:3:mulliken_charge:R:1
N -0.5582 -1.9354 -0.9005 -0.538
C -0.3729 -0.6881 -0.2933 0.584
C -1.4498 0.0125 0.3078 -0.598
C -0.9227 1.2094 0.7080 -0.601
N 0.5190 1.1489 0.5167 0.307
O 1.2665 2.1587 0.9874 -0.485
C 0.8386 0.0123 -0.1665 0.085
O 2.1152 -0.4429 -0.4476 -0.544
H 0.3127 -2.4600 -1.2273 0.198
H -1.4563 -2.1123 -1.4461 0.203
H -2.5010 -0.3479 0.2642 0.336
H -1.3621 2.1746 1.0402 0.383
H 1.4440 1.9914 2.0215 0.358
H 2.1270 -0.7212 -1.3644 0.312
```

Calculated values
- LUMO (eV) = 0.61
- multiplicity = 1
- SMILES = Nc1ccn(O)c1O

(S)
The following is a quantum chemistry calculation of a structure of composition C4H6N2O2, from the Open Molecules 2025 dataset.

Structure (XYZ):
```
14
Properties=species:S:1:pos:R:3:mulliken_charge:R:1
C 0.3756 0.3584 1.4014 -0.185
C -0.1703 0.3113 0.1094 -0.198
C -1.4155 0.8111 -0.1586 -0.092
C 0.1755 -0.6229 -0.7576 0.820
H 1.3347 0.1665 2.8079 0.324
H 1.7092 -1.0095 1.3284 0.275
H -0.1042 1.0659 2.0296 0.458
H -2.1033 0.5106 -1.0760 0.339
H 0.6489 -0.9400 -2.6562 0.290
H -0.1991 0.5093 -3.0000 0.301
N 1.1845 -0.4351 1.9230 -0.293
N -0.1791 -0.5177 -2.1671 -0.694
O -2.1132 1.4449 0.7190 -0.624
O 0.8563 -1.6528 -0.5032 -0.719
```

Calculated values
- LUMO (eV) = 0.10
- multiplicity = 1

Most stable = (R)

(P)
The following is a quantum chemistry calculation of a cluster of 3 separate species, C4H6N2O2 in total, from the Open Molecules 2025 dataset.

Structure (XYZ):
```
14
Properties=species:S:1:pos:R:3:mulliken_charge:R:1
C 1.3588 0.0035 -0.3061 0.600
C -0.1331 -0.5406 0.0625 -0.637
C -1.1709 0.5665 -0.2794 0.569
C -2.6011 -0.0095 -0.0207 -0.226
H 3.3302 -0.3651 0.5937 0.373
H 2.1700 -1.6012 1.3760 0.283
H 0.1274 -0.6486 1.1690 0.251
H -0.5089 -1.4454 -0.2478 0.434
H -1.3819 0.8598 -1.5032 0.216
H -0.1039 2.0920 0.2455 0.404
N 2.2865 -0.8232 -0.2357 -0.735
N -3.5746 -0.9055 -0.4822 -0.387
O 1.3149 1.1030 -0.8019 -0.585
O -1.1133 1.7144 0.4303 -0.562
```

Calculated values
- LUMO (eV) = -2.67
- multiplicity = 1

(Q)
The following is a quantum chemistry calculation of the molecule C4H6N2O2, from the Open Molecules 2025 dataset.

Structure (XYZ):
```
14
Properties=species:S:1:pos:R:3:mulliken_charge:R:1
C -0.2086 0.6931 1.7010 -0.713
N -0.6461 0.6259 0.1365 -0.176
C -1.2181 -0.6376 0.1281 -0.109
C -0.6235 -1.3936 -0.8875 -0.745
C 0.5308 -0.6482 -1.4485 0.554
O 1.4773 -0.7556 -2.2345 -0.697
N 0.5135 0.3564 -0.5062 0.410
O 1.2159 1.4466 -1.0101 -0.546
H 0.7064 -0.0309 1.9255 0.312
H -1.1097 0.7776 2.5256 0.318
H 0.4374 1.7281 1.6123 0.251
H -2.0856 -0.8014 0.6635 0.476
H -0.8892 -2.5299 -0.9007 0.273
H 1.8994 1.1694 -1.7051 0.394
```

Calculated values
- LUMO (eV) = 0.37
- multiplicity = 1
- SMILES = Cn1ccc(=O)n1O

Most stable = (Q)